(1)
Molecular formula: C3H3OP
Method: DFT, ωB97M-V/def2-TZVPD

Calculated values
Kohn-Sham gap (alpha / beta)   8.2 / 7.2 eV
E   -14490.8647 eV
Energy relative to the best compared isomer or geometry (same formula, charge and spin)   0.0447 eV

```
! wB97M-V def2-TZVPD RIJCOSX def2/J DEFGRID3
* xyz 0 3
C 1.34766 0.55518 -0.04951
C 0.49336 -0.53482 -0.39357
C -0.75318 -0.04512 -0.53130
O 3.68953 -0.87679 -0.07868
P 3.10165 0.44274 0.18612
H 0.87863 1.53328 0.09243
H 1.01086 -1.45996 -0.36334
H -1.76643 0.19408 -0.21070
*
```

---

(2)
Molecular formula: C9H9CaCl5GeO2Te
Method: DFT, ωB97M-V/def2-TZVPD

Calculated values
Kohn-Sham gap (alpha / beta)   7.9 / 5.2 eV
E   -158433.8617 eV
Energy relative to the best compared isomer or geometry (same formula, charge and spin)   0.0000 eV

```
! wB97M-V def2-TZVPD RIJCOSX def2/J DEFGRID3
* xyz 1 2
Ca 2.62543 0.18218 -0.49465
Cl -2.00477 -1.18215 5.37876
C -1.21390 -0.70471 3.91961
C -1.68674 0.39942 3.21142
C -1.07351 0.78872 2.04325
Cl -1.69051 2.17382 1.20056
C 0.05279 0.12024 1.50735
O 0.59343 0.50529 0.38586
C 0.51144 -0.99926 2.25976
C 1.64964 -1.79684 1.87455
O 2.41316 -1.59340 0.92772
C -0.12974 -1.39583 3.44678
H -2.53922 0.95138 3.58330
H 1.84357 -2.67530 2.50596
H 0.24626 -2.25364 3.99004
Cl 4.00718 2.26374 -1.68700
Ge 4.01360 0.78065 -3.49587
Cl 4.55295 -0.97457 -2.09048
Cl 1.64664 0.37299 -3.05467
C -1.83913 -0.79470 -3.51887
Te -1.42031 -0.09440 -1.56615
C -1.23034 1.92241 -2.14130
H -2.71228 -0.26582 -3.89785
H -2.03359 -1.86275 -3.46941
H -0.97897 -0.59877 -4.15607
H -0.91299 1.96021 -3.17918
H -0.49298 2.36813 -1.48089
H -2.19709 2.40295 -2.00254
*
```

---

Question: The highest energy relative to the best compared isomer or geometry (same formula, charge and spin) belongs to which entry?
Answer: C3H3OP

---

Question: Which value of E does entry 2 give?
Answer: -158433.8617 eV

---

Question: What is the formula in the first record?
Answer: C3H3OP